The following is a DFT calculation (ωB97M-V/def2-TZVPD) of a structure of composition C11H19LuN in a non-equilibrium geometry.

Results
M in g/mol: 340.25
HOMO (spin up / spin down) in eV: -1.69 / -1.46
HOMO-LUMO gap (spin up / spin down) in eV: 4.266 / 3.969
Energy relative to the best compared isomer or geometry (same formula, charge and spin) in kcal/mol: 11.7
Charge: -1

Last column: Löwdin charge in e.
Cartesian coordinates (Å):
C -0.277 -2.952 -0.790  -0.248
C -0.876 -2.764 0.485  -0.234
C -0.016 -1.945 1.277  -0.202
C 1.142 -1.653 0.509  -0.246
C 1.009 -2.283 -0.769  -0.284
Lu -0.492 -0.426 -0.973  1.252
N 1.109 -0.254 -2.744  -0.405
C -2.601 -0.463 -1.301  -0.311
C -3.424 -0.824 -0.267  -0.006
H -0.195 -1.668 2.324  0.094
H -1.808 -3.226 0.830  0.079
H 1.987 -1.068 0.857  0.092
H 1.686 -2.198 -1.621  0.049
H -0.663 -3.582 -1.594  0.089
H -3.607 -1.920 -0.125  0.072
H -2.219 0.629 -1.611  0.081
H 0.536 -0.140 -3.609  -0.331
H -3.783 -0.071 0.483  0.086
H -2.259 -1.125 -2.196  0.086
C 1.996 1.622 -0.195  -0.159
C 1.149 1.768 1.076  -0.560
C 1.306 3.212 1.598  -0.130
C -0.316 1.370 0.798  -0.290
H 1.587 2.232 -1.015  0.062
H 2.058 0.590 -0.577  0.008
H 3.029 1.942 -0.003  0.063
H 1.549 1.090 1.857  0.108
H 0.946 3.928 0.844  0.067
H 0.731 3.372 2.517  0.058
H 2.360 3.442 1.810  0.057
H -0.806 1.115 1.755  0.001
H -0.835 2.249 0.371  0.000

The following is a DFT calculation (ωB97M-V/def2-TZVPD) of a cluster of 2 separate species, C11H19N2S in total in a non-equilibrium geometry.

Results
M in g/mol: 211.35
HOMO in eV: -10.78
HOMO-LUMO gap in eV: 8.045
Energy relative to the best compared isomer or geometry (same formula, charge and spin) in kcal/mol: 110.0
Charge: +1

Last column: Löwdin charge in e.
Cartesian coordinates (Å):
C -2.058 0.598 0.558  -0.401
C -2.751 -0.384 -0.111  -0.397
C -0.193 0.019 -0.581  -0.452
C 2.577 -3.123 2.433  0.012
C 2.117 -2.903 1.386  -0.031
C -2.559 1.492 1.553  -0.006
C -4.202 -0.542 -0.432  -0.083
C 1.346 -0.702 -2.401  -0.026
C 1.626 2.258 -0.658  0.008
C 2.460 0.556 0.880  0.040
C 1.056 -0.014 -1.062  -0.290
N -0.709 0.656 0.465  0.037
N 2.106 0.880 -0.541  -0.117
S -1.508 -1.138 -1.219  1.227
H 2.708 -3.088 3.453  0.013
H -1.144 -2.040 -0.346  -0.001
H 2.034 -2.722 0.273  0.055
H -1.846 2.210 1.779  0.072
H -3.502 1.858 1.235  0.090
H -2.789 1.046 2.469  0.091
H -4.330 -0.438 -1.494  0.073
H -4.659 -1.520 -0.243  0.089
H -4.720 0.176 0.107  0.057
H 0.435 -1.162 -2.732  0.035
H 1.994 -1.590 -2.259  0.092
H 1.789 -0.082 -3.108  0.064
H 2.287 2.925 -0.285  0.066
H 1.225 2.466 -1.626  0.109
H 0.666 2.283 0.054  0.146
H 3.399 0.049 0.831  0.099
H 2.482 1.448 1.586  0.146
H 1.767 -0.173 1.106  0.038
H 2.896 0.701 -1.070  0.145

The following is a DFT calculation (ωB97M-V/def2-TZVPD) of a structure of composition C11H19N3O3P in a non-equilibrium geometry.

Results
M in g/mol: 272.26
HOMO in eV: -10.35
HOMO-LUMO gap in eV: 4.021
Charge: +1

Last column: Löwdin charge in e.
Cartesian coordinates (Å):
C -0.678 -0.811 -0.005  -0.091
C -0.878 -0.120 -1.353  -0.271
C -1.151 -1.107 -2.498  -0.261
P 0.295 -1.925 -3.113  0.711
O 0.727 -3.119 -2.189  -0.126
O 1.438 -0.918 -3.318  -0.325
N 2.710 -1.037 -4.593  0.244
O 2.291 -0.772 -5.576  0.275
H -1.410 -1.604 0.148  0.086
H 0.315 -1.261 0.066  0.053
H -0.773 -0.094 0.808  0.079
H -1.725 0.561 -1.275  0.105
H -0.003 0.493 -1.569  0.102
H -1.843 -1.891 -2.176  0.112
H -1.592 -0.598 -3.360  0.107
H 0.013 -2.555 -4.327  0.075
H 1.461 -2.985 -1.578  0.108
N -3.028 3.386 -0.401  -0.008
C -1.862 4.050 -0.679  -0.153
C -1.255 4.344 0.512  -0.111
C -2.086 3.837 1.549  -0.109
C -3.172 3.254 0.954  -0.143
H -3.685 3.059 -1.084  0.139
H -1.568 4.260 -1.694  0.102
H -0.323 4.872 0.631  0.091
H -1.911 3.905 2.609  0.093
H -4.032 2.764 1.379  0.107
N 2.311 -1.120 2.301  -0.014
C 1.490 -1.045 3.395  -0.143
C 1.871 -2.027 4.268  -0.102
C 2.965 -2.720 3.681  -0.105
C 3.216 -2.136 2.469  -0.150
H 2.271 -0.514 1.503  0.127
H 0.714 -0.302 3.462  0.105
H 1.421 -2.226 5.226  0.095
H 3.509 -3.546 4.106  0.094
H 3.961 -2.353 1.723  0.100